1.
C4H9N | the ωB97M-V functional and the def2-TZVPD basis

* SMILES: C=CC.C=N
* total energy: -212.48836 a.u.
* F_max: 1.848 eV/Å
* molecular weight: 71.12 Da

Each line ends with the Löwdin charge.
Geometry (Å):
C 0.796 -1.042 -2.375  -0.03
C -0.158 -1.933 -2.215  -0.26
C -0.845 -2.362 -0.953  -0.12
H 1.143 -0.690 -3.330  0.04
H 1.110 -0.442 -1.519  0.06
H -0.585 -2.406 -3.086  0.08
H -0.245 -2.440 -0.046  0.07
H -1.604 -1.611 -0.707  0.07
H -1.415 -3.270 -1.140  0.06
C 0.066 3.113 3.233  -0.17
N 1.298 3.146 3.004  0.02
H -0.311 2.253 3.793  0.05
H -0.770 3.748 2.950  0.06
H 1.521 3.936 2.391  0.04

***

2.
C4H9N | the ωB97M-V functional and the def2-TZVPD basis

* SMILES: C[C@H]1C[C@H]1N
* total energy: -212.52005 a.u.
* F_max: 1.759 eV/Å
* molecular weight: 71.12 Da

Each line ends with the Löwdin charge.
Geometry (Å):
C 0.742 1.608 -0.024  -0.08
C -0.505 0.749 0.258  -0.30
C -1.070 -0.162 -0.822  -0.09
C -0.329 -0.748 0.389  -0.39
N 0.937 -1.366 0.156  0.01
H 1.039 2.024 0.945  0.06
H 0.482 2.446 -0.728  0.08
H 1.572 0.974 -0.472  0.08
H -1.240 1.192 0.920  0.12
H -2.128 -0.410 -0.821  0.09
H -0.561 -0.253 -1.794  0.11
H -0.969 -1.284 1.137  0.14
H 1.407 -1.430 1.061  0.08
H 0.814 -2.376 -0.144  0.10

***

3.
C4H9N | the ωB97M-V functional and the def2-TZVPD basis

* SMILES: CNC1CC1
* total energy: -212.48661 a.u.
* F_max: 4.377 eV/Å
* molecular weight: 71.12 Da

Each line ends with the Löwdin charge.
Geometry (Å):
C -0.789 1.415 -0.920  -0.20
N 0.333 0.619 -0.913  -0.11
C 0.443 0.087 0.419  -0.39
C 1.249 -1.179 0.785  -0.07
C -0.298 -1.145 0.771  -0.13
H -0.709 2.195 -0.208  0.07
H -1.033 1.928 -1.915  0.11
H -1.698 0.870 -0.706  0.07
H 0.219 -0.184 -1.551  0.12
H 0.371 0.966 1.028  0.13
H 1.764 -1.123 1.768  0.09
H 1.893 -1.637 -0.073  0.13
H -0.838 -1.508 -0.102  0.10
H -0.907 -1.304 1.617  0.08

***

4.
C4H9N | the ωB97M-V functional and the def2-TZVPD basis

* SMILES: CC/C=C/N
* total energy: -212.52757 a.u.
* F_max: 1.833 eV/Å
* molecular weight: 71.12 Da

Each line ends with the Löwdin charge.
Geometry (Å):
C 1.230 1.605 0.830  -0.11
C 1.222 0.693 -0.409  -0.28
C 0.351 -0.550 -0.346  -0.15
C -0.967 -0.468 -0.126  -0.24
N -1.894 -1.489 -0.154  0.03
H 1.001 1.057 1.737  0.07
H 2.267 1.967 0.880  0.06
H 0.676 2.531 0.692  0.06
H 2.204 0.357 -0.756  0.09
H 0.858 1.271 -1.272  0.10
H 0.693 -1.526 -0.673  0.09
H -1.375 0.516 0.112  0.12
H -2.792 -1.322 0.260  0.07
H -1.589 -2.446 -0.106  0.08

***

5.
C4H9N | the ωB97M-V functional and the def2-TZVPD basis

* SMILES: C=NC.C=C
* total energy: -212.48029 a.u.
* F_max: 0.812 eV/Å
* molecular weight: 71.12 Da

Each line ends with the Löwdin charge.
Geometry (Å):
C -1.336 -0.813 -1.578  -0.11
N -0.813 0.289 -1.879  -0.09
C 0.662 0.324 -1.860  -0.14
H -2.420 -0.879 -1.554  0.06
H -0.751 -1.720 -1.387  0.08
H 1.052 -0.476 -2.493  0.07
H 1.017 0.216 -0.831  0.06
H 0.966 1.325 -2.158  0.06
C 0.836 0.585 2.455  -0.08
C -0.316 -0.011 2.176  -0.08
H 1.061 1.573 2.071  0.04
H 1.656 0.097 2.972  0.04
H -0.937 0.388 1.384  0.04
H -0.675 -0.897 2.683  0.04

***

6.
C4H9N | the ωB97M-V functional and the def2-TZVPD basis

* total energy: -212.29921 a.u.
* F_max: 4.591 eV/Å
* molecular weight: 71.12 Da

Each line ends with the Löwdin charge.
Geometry (Å):
N 0.697 -0.511 0.779  -0.12
C 0.157 0.834 0.400  -0.31
C -1.282 0.567 -0.039  -0.07
C -1.333 -0.830 -0.305  -0.11
C 0.061 -1.383 -0.158  -0.35
H 2.724 1.385 0.017  0.01
H 0.475 1.466 1.240  0.10
H 0.357 1.119 -0.685  0.13
H 3.129 1.348 0.638  0.04
H -1.741 1.382 -0.595  0.13
H -1.810 -0.385 0.723  0.20
H -2.078 -1.221 -0.994  0.13
H 0.152 -2.398 0.226  0.10
H 0.492 -1.373 -1.247  0.13

***

7.
C4H9N | the ωB97M-V functional and the def2-TZVPD basis

* SMILES: C1CCNC1
* total energy: -212.53712 a.u.
* F_max: 1.735 eV/Å
* molecular weight: 71.12 Da

Each line ends with the Löwdin charge.
Geometry (Å):
C -1.102 -0.353 -0.289  -0.17
C -0.127 0.613 -1.008  -0.19
C 1.213 0.424 -0.290  -0.23
N 0.865 0.021 1.089  -0.08
C -0.346 -0.770 1.013  -0.24
H -2.079 0.114 -0.267  0.09
H -1.107 -1.325 -0.791  0.10
H -0.146 0.438 -2.081  0.10
H -0.367 1.639 -0.712  0.10
H 1.854 1.300 -0.277  0.11
H 1.785 -0.379 -0.774  0.11
H 0.661 0.879 1.586  0.10
H -0.071 -1.828 0.939  0.10
H -1.034 -0.772 1.862  0.11

***

8.
C4H9N | the ωB97M-V functional and the def2-TZVPD basis

* SMILES: C=C(C)NC
* total energy: -212.52615 a.u.
* F_max: 1.640 eV/Å
* molecular weight: 71.12 Da

Each line ends with the Löwdin charge.
Geometry (Å):
C 1.846 -0.197 -0.690  0.01
C 0.643 -0.167 -0.129  -0.44
C 0.045 -1.319 0.617  -0.05
N -0.069 1.059 0.024  -0.06
C -1.540 1.025 0.073  -0.12
H 2.484 -1.048 -0.474  0.05
H 2.323 0.618 -1.224  0.05
H -0.691 -1.786 -0.037  0.09
H -0.436 -0.951 1.508  0.07
H 0.874 -1.974 0.865  0.08
H 0.231 1.621 -0.765  0.11
H -1.997 0.465 -0.750  0.08
H -1.869 2.053 -0.039  0.08
H -1.844 0.601 1.020  0.07

***

9.
C4H9N | the ωB97M-V functional and the def2-TZVPD basis

* total energy: -212.38409 a.u.
* F_max: 0.442 eV/Å
* molecular weight: 71.12 Da

Each line ends with the Löwdin charge.
Geometry (Å):
C 1.494 0.674 -1.078  -0.05
C 0.383 0.488 -0.117  -0.31
C -0.833 1.154 0.384  -0.05
N -0.710 -0.240 -0.032  -0.20
C -1.336 -1.375 0.097  -0.03
H 2.258 1.321 -0.639  0.07
H 1.971 -0.282 -1.318  0.07
H 1.163 1.139 -2.018  0.07
H 0.854 -0.873 1.529  0.05
H -1.480 1.762 -0.255  0.10
H -0.954 1.327 1.459  0.10
H -0.885 -2.273 -0.302  0.06
H 0.386 -1.441 1.725  0.05
H -2.310 -1.382 0.565  0.06

***

10.
C4H9N | the ωB97M-V functional and the def2-TZVPD basis

* SMILES: C=CNCC
* total energy: -212.51249 a.u.
* F_max: 1.767 eV/Å
* molecular weight: 71.12 Da

Each line ends with the Löwdin charge.
Geometry (Å):
C 0.460 1.916 1.343  -0.04
C 0.268 0.966 0.414  -0.26
N 0.120 -0.378 0.631  -0.04
C -0.349 -1.372 -0.337  -0.25
C -0.378 -0.913 -1.779  -0.10
H 0.435 2.937 1.003  0.03
H 0.341 1.616 2.379  0.04
H 0.051 1.349 -0.574  0.09
H 0.188 -0.777 1.548  0.12
H 0.322 -2.237 -0.284  0.11
H -1.342 -1.707 -0.034  0.10
H -0.554 0.159 -1.902  0.05
H 0.422 -1.135 -2.488  0.08
H -1.253 -1.352 -2.266  0.07

***

11.
C4H9N | the ωB97M-V functional and the def2-TZVPD basis

* SMILES: C1CCNC1
* total energy: -212.44828 a.u.
* F_max: 10.887 eV/Å
* molecular weight: 71.12 Da

Each line ends with the Löwdin charge.
Geometry (Å):
C 0.726 0.643 -0.617  -0.24
C -0.307 -0.423 -1.080  -0.17
C -0.936 -0.928 0.150  -0.23
N -0.446 -0.026 1.276  -0.07
C 0.686 0.610 0.725  -0.41
H 0.733 1.758 -0.855  0.14
H 1.711 0.502 -0.919  0.09
H 0.299 -1.272 -1.500  0.12
H -1.151 0.036 -1.719  0.13
H -0.469 -1.877 0.220  0.08
H -1.984 -1.236 0.096  0.11
H -1.200 0.805 1.547  0.17
H 0.736 1.367 1.491  0.12
H 1.601 0.041 1.183  0.14

***

12.
C4H9N2 | the ωB97M-V functional and the def2-TZVPD basis

* SMILES: C[C@@]1(C[NH3+])C=N1
* total energy: -266.95816 a.u.
* F_max: 4.991 eV/Å
* molecular weight: 85.13 Da
* charge: +1

Each line ends with the Löwdin charge.
Geometry (Å):
C -1.050 -1.512 0.134  -0.01
C -0.856 -0.027 -0.090  -0.39
C 0.595 0.405 -0.689  -0.04
N 1.287 0.951 0.496  0.16
C -1.868 1.032 -0.097  0.04
N -1.146 1.042 0.943  0.15
H -1.594 -2.089 -0.723  0.14
H -1.633 -1.606 1.062  0.10
H -0.133 -1.902 0.170  0.02
H 0.350 1.262 -1.257  0.12
H 0.973 -0.514 -1.047  0.12
H 1.822 0.259 0.969  0.16
H 0.671 1.365 1.256  0.16
H 1.902 1.791 0.449  0.19
H -2.633 1.500 -0.547  0.10